103
Properties=species:S:1:pos:R:3:forces:R:3 method="wB97M-V/def2-TZVPD" spin_multiplicity=1 orbital_gap_ev=6.1 total_charge=+1
Au 1.435 0.017 -0.294 0.102 -0.036 0.024
C 2.791 -3.090 2.429 -0.011 -0.077 -0.028
C 1.847 -2.934 3.601 0.050 0.167 0.016
C 0.534 -3.663 3.414 -0.039 -0.075 -0.024
O 1.561 -1.537 3.952 -0.172 -0.197 0.009
P 1.647 -0.219 3.081 0.019 -0.021 -0.029
S 3.343 0.335 2.412 0.094 0.091 -0.026
S 0.218 -0.591 1.544 -0.233 0.097 0.198
O 0.980 0.837 4.037 -0.068 0.053 0.042
C -0.093 0.697 5.020 0.083 -0.045 -0.086
C 0.468 0.165 6.320 0.007 -0.040 0.051
C -1.270 -0.100 4.494 -0.059 -0.008 0.008
H 3.008 -4.154 2.312 -0.004 0.005 -0.002
H 3.726 -2.560 2.596 -0.014 -0.014 -0.016
H 2.350 -2.731 1.495 0.040 0.027 0.018
H 2.328 -3.303 4.505 0.055 -0.008 0.044
H 0.032 -3.342 2.498 0.025 0.016 0.132
H -0.131 -3.502 4.263 0.016 0.014 -0.021
H 0.733 -4.734 3.338 -0.027 0.032 -0.015
H -0.405 1.731 5.159 -0.006 0.067 0.015
H 0.779 -0.874 6.215 -0.010 0.029 0.006
H -0.297 0.225 7.096 0.019 0.004 -0.019
H 1.326 0.759 6.635 -0.015 -0.014 -0.010
H -1.007 -1.147 4.334 0.014 0.027 -0.011
H -1.652 0.324 3.565 0.026 -0.013 0.021
H -2.071 -0.067 5.236 0.022 -0.009 -0.017
N 2.109 -1.685 -0.885 0.227 0.131 -0.178
P 1.588 -2.859 -1.804 -0.050 0.145 0.083
C 1.876 -2.496 -3.553 -0.023 0.001 -0.098
C 2.321 -3.470 -4.442 -0.037 -0.013 -0.043
C 2.485 -3.162 -5.788 -0.006 -0.003 0.029
C 2.205 -1.885 -6.247 -0.005 0.017 0.014
C 1.763 -0.906 -5.362 0.013 -0.048 -0.025
C 1.603 -1.212 -4.021 0.033 0.010 -0.004
C -0.175 -3.233 -1.660 -0.112 -0.062 -0.020
C -0.721 -3.314 -0.379 0.054 -0.012 0.029
C -2.069 -3.594 -0.210 0.034 0.041 -0.010
C -2.881 -3.787 -1.322 0.016 0.025 -0.037
C -2.343 -3.704 -2.600 0.010 -0.001 0.042
C -0.990 -3.434 -2.771 -0.039 0.069 0.024
C 2.459 -4.395 -1.462 0.048 -0.068 0.127
C 3.853 -4.339 -1.374 0.003 0.000 0.042
C 4.575 -5.479 -1.064 -0.025 -0.004 -0.006
C 3.913 -6.680 -0.832 0.009 0.012 -0.010
C 2.530 -6.741 -0.913 -0.008 0.030 -0.015
C 1.801 -5.600 -1.228 0.034 -0.028 -0.058
H 2.543 -4.469 -4.088 0.004 0.016 0.003
H 2.840 -3.922 -6.472 -0.011 0.025 0.014
H 2.341 -1.644 -7.294 -0.004 -0.007 0.024
H 1.564 0.097 -5.720 0.007 -0.021 0.008
H 1.292 -0.445 -3.318 0.003 -0.020 0.003
H -0.088 -3.140 0.485 -0.055 -0.059 -0.154
H -2.483 -3.668 0.789 0.006 0.006 -0.025
H -3.933 -4.013 -1.192 0.018 -0.003 0.002
H -2.973 -3.867 -3.466 0.011 0.001 0.016
H -0.574 -3.377 -3.770 -0.002 -0.015 0.015
H 4.367 -3.398 -1.531 -0.031 0.002 0.007
H 5.655 -5.431 -0.995 -0.029 -0.005 -0.002
H 4.480 -7.570 -0.588 -0.016 0.020 -0.002
H 2.015 -7.676 -0.732 0.015 0.025 -0.003
H 0.722 -5.656 -1.291 0.005 0.012 0.007
C 0.403 8.454 3.742 -0.087 -0.084 -0.089
C -0.831 8.940 3.025 0.026 0.062 0.077
O -1.772 9.443 3.562 0.140 0.018 -0.145
S -0.784 8.850 1.186 -0.162 -0.123 0.205
C -0.293 7.158 0.976 0.108 0.032 -0.105
C 0.709 6.849 0.060 0.037 -0.047 0.002
C 1.059 5.529 -0.181 0.004 0.048 0.001
C 0.433 4.491 0.511 0.023 -0.125 -0.109
C -0.563 4.808 1.439 -0.102 0.050 0.078
C -0.936 6.125 1.656 -0.017 -0.070 -0.039
C 0.765 3.116 0.247 -0.091 0.270 0.067
C 1.024 1.952 0.037 0.012 -0.373 -0.111
H 0.240 8.508 4.815 -0.008 0.005 -0.009
H 1.244 9.086 3.454 -0.014 0.025 0.015
H 0.648 7.435 3.445 0.023 0.024 0.040
H 1.225 7.649 -0.458 -0.023 -0.017 0.012
H 1.840 5.295 -0.894 -0.006 0.009 0.020
H -1.052 4.011 1.988 0.033 0.023 -0.023
H -1.735 6.350 2.353 0.029 0.008 -0.010
C -3.525 2.119 -3.357 0.038 -0.034 0.125
N -2.242 2.616 -2.687 0.024 -0.067 0.061
C -2.615 3.238 -1.325 -0.026 -0.129 -0.060
N -3.342 2.313 -0.531 0.090 -0.050 -0.021
C -4.535 1.857 -1.236 0.047 -0.019 -0.040
N -4.219 1.211 -2.511 0.080 -0.019 -0.003
C -3.490 -0.058 -2.324 -0.089 0.103 -0.007
P -1.859 0.118 -1.442 0.002 -0.096 -0.042
C -1.238 1.501 -2.524 -0.188 0.149 0.001
C -2.502 1.194 -0.069 -0.105 0.038 -0.069
H -3.233 1.653 -4.296 -0.003 -0.032 -0.028
H -4.128 3.005 -3.550 -0.036 0.026 -0.007
H -1.832 3.351 -3.263 0.032 0.012 -0.027
H -3.215 4.118 -1.557 -0.027 0.018 0.002
H -1.680 3.525 -0.853 0.092 0.047 0.078
H -5.179 2.716 -1.432 -0.012 0.011 0.001
H -5.075 1.152 -0.606 -0.002 -0.009 0.004
H -3.329 -0.526 -3.297 0.011 0.003 -0.009
H -4.125 -0.739 -1.753 0.010 -0.005 0.012
H -1.010 1.118 -3.520 0.012 -0.007 -0.008
H -0.340 1.935 -2.085 0.051 -0.003 0.042
H -1.658 1.575 0.506 0.058 0.040 0.011
H -3.096 0.566 0.598 0.005 -0.002 0.027


102
Properties=species:S:1:pos:R:3:forces:R:3 method="wB97M-V/def2-TZVPD" spin_multiplicity=1 orbital_gap_ev=6.7 total_charge=-1
Li -1.157 0.204 0.074 0.032 -0.023 0.006
C 1.753 -2.291 2.731 0.010 -0.011 0.006
C 0.365 -1.707 2.464 -0.011 0.011 0.003
C -0.676 -2.392 3.351 0.010 0.002 0.006
C 0.352 -0.219 2.667 -0.031 -0.025 -0.010
C 0.638 0.506 3.839 0.016 0.007 -0.002
C 0.458 1.824 3.477 -0.036 -0.012 0.021
N 0.092 1.863 2.184 0.026 0.004 -0.018
N 0.027 0.612 1.682 0.061 0.053 0.036
B -0.280 3.130 1.385 -0.011 0.003 -0.001
N 0.757 3.485 0.283 0.002 -0.032 0.011
C 1.737 4.398 0.397 -0.009 0.043 -0.014
C 2.351 4.531 -0.832 -0.006 0.009 0.001
C 1.644 3.638 -1.667 -0.010 -0.020 0.003
N 0.700 3.008 -0.977 0.007 0.003 -0.003
C 1.785 3.414 -3.151 -0.011 -0.003 0.005
C 1.632 1.939 -3.516 -0.011 0.019 -0.005
C 3.096 3.981 -3.689 0.013 0.001 0.002
N -1.680 3.027 0.755 0.002 0.017 0.020
C -2.609 4.000 0.784 0.002 0.001 -0.007
C -3.628 3.654 -0.072 -0.004 0.004 -0.007
C -3.227 2.415 -0.610 0.003 0.008 0.007
N -2.058 2.050 -0.100 -0.007 -0.024 -0.008
C -3.966 1.606 -1.643 -0.012 -0.002 0.003
C -3.091 0.554 -2.313 0.000 0.002 0.005
C -5.226 0.965 -1.055 0.002 0.001 -0.001
H 1.752 -3.370 2.560 0.001 0.001 -0.001
H 2.510 -1.847 2.084 0.000 0.009 -0.008
H 2.053 -2.114 3.768 0.001 -0.002 -0.003
H 0.105 -1.883 1.418 0.003 -0.003 -0.004
H -0.449 -2.222 4.408 -0.003 -0.003 0.002
H -1.679 -2.017 3.150 -0.001 0.001 -0.001
H -0.668 -3.472 3.180 0.002 0.003 0.004
H 0.930 0.123 4.803 0.003 0.002 0.003
H 0.553 2.735 4.045 0.001 -0.001 0.001
H -0.285 4.045 2.175 0.005 0.000 -0.002
H 1.914 4.900 1.335 0.002 -0.005 -0.003
H 3.160 5.193 -1.092 0.002 -0.003 0.003
H 0.961 3.959 -3.627 0.007 0.003 -0.005
H 2.464 1.360 -3.108 0.003 -0.008 0.006
H 0.700 1.540 -3.118 0.002 -0.001 0.004
H 1.634 1.812 -4.601 0.003 -0.002 0.003
H 3.948 3.468 -3.238 -0.005 0.003 -0.002
H 3.152 3.838 -4.770 0.000 0.003 -0.001
H 3.186 5.050 -3.488 0.001 -0.003 -0.002
H -2.465 4.870 1.403 -0.001 0.001 -0.001
H -4.524 4.210 -0.290 0.000 -0.001 0.000
H -4.285 2.322 -2.409 0.001 0.003 0.003
H -2.846 -0.249 -1.617 0.002 -0.005 -0.001
H -3.622 0.108 -3.158 -0.001 0.001 0.001
H -2.155 0.980 -2.676 0.001 0.000 0.000
H -4.957 0.211 -0.312 -0.004 0.004 -0.005
H -5.862 1.708 -0.571 0.000 0.001 0.001
H -5.808 0.476 -1.841 -0.001 -0.002 -0.001
N -3.748 -9.647 -0.886 -0.002 0.002 0.000
C -3.460 -8.538 -0.784 0.002 0.002 0.000
C -3.100 -7.152 -0.656 -0.007 -0.008 -0.001
C -2.585 -6.675 0.548 0.003 0.005 0.001
C -2.246 -5.339 0.666 0.000 -0.003 0.001
C -2.406 -4.469 -0.409 0.023 0.002 -0.003
C -2.917 -4.956 -1.609 -0.014 0.009 0.008
C -3.268 -6.288 -1.736 0.003 -0.005 0.001
C -2.029 -3.032 -0.274 -0.032 0.015 0.002
C -2.826 -2.272 0.595 0.029 -0.016 -0.008
C -3.975 -2.716 1.316 -0.003 -0.001 0.003
C -4.408 -1.639 2.056 0.005 -0.007 -0.001
C -3.509 -0.580 1.755 0.015 -0.002 0.017
N -2.578 -0.945 0.893 -0.042 0.001 -0.050
C -0.923 -2.617 -1.014 -0.019 0.001 0.000
C -0.076 -3.459 -1.807 0.007 0.001 -0.001
C 0.904 -2.654 -2.324 0.000 0.007 0.013
C 0.625 -1.347 -1.831 0.019 -0.007 0.006
N -0.440 -1.312 -1.058 -0.042 -0.012 -0.012
H -2.453 -7.354 1.380 0.000 0.001 0.000
H -1.850 -4.955 1.598 -0.002 -0.003 -0.002
H -3.037 -4.276 -2.442 -0.001 -0.001 0.001
H -3.671 -6.665 -2.666 0.000 0.001 -0.001
H -4.416 -3.700 1.276 -0.002 -0.001 0.001
H -5.254 -1.596 2.724 0.001 -0.001 0.000
H -3.529 0.431 2.144 -0.003 -0.001 -0.004
H -0.187 -4.523 -1.945 0.001 0.005 -0.003
H 1.730 -2.935 -2.958 -0.001 -0.003 0.003
H 1.191 -0.446 -2.026 0.005 0.002 -0.004
O 4.944 -0.390 -1.053 0.028 -0.014 0.059
C 4.192 0.520 -0.778 -0.014 0.035 -0.053
C 3.035 0.409 0.175 -0.008 -0.025 -0.032
C 3.605 0.789 1.559 -0.011 -0.028 -0.003
C 4.438 2.080 1.640 -0.010 0.008 -0.005
C 5.800 2.037 0.919 0.001 -0.005 0.003
C 5.712 2.347 -0.586 0.006 0.000 0.002
N 4.463 1.838 -1.157 0.010 -0.001 -0.001
H 2.641 -0.606 0.191 -0.015 0.015 -0.004
H 2.227 1.094 -0.102 0.010 -0.007 0.014
H 4.234 -0.040 1.904 -0.004 0.008 0.002
H 2.769 0.865 2.256 0.015 0.002 0.001
H 4.620 2.272 2.701 0.006 -0.004 0.003
H 3.847 2.929 1.279 0.012 -0.010 0.002
H 6.234 1.043 1.055 0.000 0.000 0.001
H 6.491 2.745 1.384 -0.001 0.004 -0.002
H 6.560 1.918 -1.120 0.001 0.000 0.002
H 5.721 3.425 -0.756 -0.004 0.000 -0.002
H 3.696 2.451 -0.901 -0.015 0.003 -0.001